1.
Entry from OMol25: a 13-piece molecular cluster, C20H69N3O17 overall (ωB97M-V/def2-TZVPD).

Output
Frontier orbital gap = 9.70 eV
Lowest unoccupied orbital energy = 0.35 eV
HOMO level = -9.3 eV
E = -2246.5522 a.u.

Element x y z (Å)
O (-4.955, -1.983, -0.433)
H (-5.274, -2.411, -1.228)
H (-4.905, -1.055, -0.663)
O (-1.143, 3.665, -0.197)
H (-0.601, 2.918, 0.058)
H (-1.629, 3.892, 0.595)
O (-3.162, 0.090, -3.390)
H (-3.337, 0.372, -4.288)
H (-2.594, 0.772, -3.032)
O (-2.286, -1.756, 0.262)
H (-2.716, -0.937, 0.016)
H (-2.995, -2.397, 0.302)
O (-0.522, -4.924, 0.996)
H (-0.701, -4.704, 0.081)
H (-1.383, -5.113, 1.370)
O (0.063, 0.134, 0.540)
H (0.878, -0.170, 0.941)
H (-0.477, -0.653, 0.467)
C (-0.583, 1.373, -2.582)
C (0.568, 1.803, -3.445)
O (1.066, 3.162, -3.161)
O (-1.739, 2.294, -2.526)
H (-0.345, 1.190, -1.535)
H (-0.915, 0.409, -2.970)
H (0.498, 1.594, -4.513)
H (1.332, 1.150, -3.023)
H (0.609, 3.727, -3.788)
H (-1.524, 2.872, -1.791)
C (2.984, 4.184, 2.083)
C (1.467, 4.039, 2.154)
O (0.996, 4.077, 3.523)
O (3.569, 5.372, 2.649)
H (3.479, 4.040, 1.122)
H (3.472, 3.393, 2.653)
H (1.139, 3.140, 1.632)
H (0.942, 4.779, 1.550)
H (0.051, 3.947, 3.411)
H (4.484, 5.526, 2.401)
C (5.571, -0.043, -0.964)
C (4.566, 1.168, -0.872)
O (4.425, 1.426, 0.547)
O (4.947, -1.238, -0.427)
H (6.450, 0.239, -0.384)
H (5.828, -0.247, -2.003)
H (3.564, 1.009, -1.271)
H (5.006, 2.090, -1.252)
H (5.176, 1.884, 0.932)
H (4.877, -1.200, 0.530)
C (-5.802, 2.547, -2.386)
C (-5.963, 1.049, -2.121)
O (-4.881, 0.487, -1.519)
O (-4.910, 2.691, -3.466)
H (-5.533, 3.172, -1.534)
H (-6.745, 2.880, -2.821)
H (-6.330, 0.704, -3.087)
H (-6.858, 0.970, -1.504)
H (-4.285, 0.342, -2.257)
H (-4.092, 3.036, -3.101)
C (2.627, -3.282, 2.702)
C (2.850, -1.784, 2.769)
C (4.333, -1.451, 3.063)
O (5.222, -2.052, 2.192)
C (6.591, -2.033, 2.508)
N (2.362, -1.058, 1.569)
H (2.914, -3.914, 3.542)
H (3.062, -3.756, 1.823)
H (1.555, -3.435, 2.572)
H (2.329, -1.346, 3.621)
H (4.418, -1.674, 4.127)
H (4.544, -0.386, 2.968)
H (6.944, -2.967, 2.070)
H (6.765, -1.840, 3.567)
H (7.064, -1.240, 1.929)
H (2.833, -0.186, 1.375)
H (2.539, -1.679, 0.792)
C (-0.638, -5.319, -4.949)
C (-0.046, -5.508, -3.606)
C (-0.410, -4.311, -2.616)
O (0.603, -4.361, -1.477)
C (0.849, -3.009, -0.895)
N (-0.324, -6.873, -3.059)
H (-1.687, -5.569, -4.793)
H (-0.107, -5.927, -5.682)
H (-0.596, -4.291, -5.308)
H (1.021, -5.474, -3.827)
H (-1.422, -4.365, -2.215)
H (-0.341, -3.369, -3.160)
H (0.907, -2.190, -1.613)
H (1.822, -3.187, -0.438)
H (0.148, -2.551, -0.198)
H (0.463, -7.183, -2.506)
H (-1.090, -6.752, -2.412)
C (-4.250, 2.677, 1.215)
C (-3.444, 3.275, 2.474)
C (-2.532, 2.088, 2.974)
O (-1.911, 2.341, 4.184)
C (-1.201, 1.232, 4.752)
N (-2.675, 4.486, 1.996)
H (-4.843, 1.823, 1.543)
H (-3.649, 2.369, 0.359)
H (-4.955, 3.412, 0.829)
H (-4.044, 3.683, 3.288)
H (-1.736, 1.954, 2.242)
H (-3.170, 1.221, 3.147)
H (-0.430, 0.727, 4.170)
H (-1.744, 0.423, 5.239)
H (-0.623, 1.705, 5.546)
H (-3.333, 5.093, 1.528)
H (-2.388, 5.032, 2.796)

2.
Entry from OMol25: a 17-piece molecular cluster, C20H70F3N32O18 overall (ωB97M-V/def2-TZVPD).

Output
Expectation value of S² = 0.75
Net charge = -2
Multiplicity = 2
Frontier orbital gap (alpha / beta) = 2.05 / 8.50 eV
Energy relative to the best compared isomer or geometry (same formula, charge and spin) = 0.437 eV
Lowest unoccupied orbital energy (alpha / beta) = 3.66 / 3.62 eV
HOMO level (alpha / beta) = 1.6 / -4.9 eV
E = -4210.5824 a.u.

Element x y z (Å)
C (8.254, -0.715, -9.876)
O (8.667, -1.241, -11.162)
O (9.088, -1.316, -8.870)
C (8.161, 0.938, -9.892)
F (6.892, 1.315, -10.267)
F (8.315, 1.418, -8.633)
F (9.209, 1.519, -10.645)
C (7.782, -0.953, -12.250)
C (8.458, -1.201, -13.522)
H (8.680, -2.262, -13.638)
H (7.767, -0.827, -14.278)
H (9.320, -0.533, -13.516)
H (7.417, 0.072, -12.320)
H (6.905, -1.599, -12.221)
H (7.213, -1.020, -9.777)
C (5.459, 4.256, -8.676)
O (4.756, 3.991, -9.632)
N (6.202, 3.268, -8.165)
N (5.418, 5.434, -8.097)
H (6.828, 3.440, -7.391)
H (6.221, 2.390, -8.665)
H (5.938, 5.714, -7.278)
H (4.693, 6.001, -8.512)
C (7.144, 5.356, -11.959)
O (8.046, 6.168, -12.190)
N (5.904, 5.675, -11.643)
N (7.461, 4.155, -11.754)
H (5.458, 4.955, -11.094)
H (5.431, 6.466, -12.056)
H (6.780, 3.531, -11.345)
H (8.344, 3.794, -12.085)
C (4.267, -0.577, -15.069)
O (4.975, 0.133, -15.733)
N (2.946, -0.516, -14.880)
N (4.740, -1.417, -14.230)
H (2.398, -0.922, -14.136)
H (2.520, 0.185, -15.469)
H (4.025, -1.972, -13.783)
H (5.711, -1.452, -13.953)
C (10.596, -4.303, -7.039)
O (11.327, -5.275, -6.901)
N (9.838, -3.676, -6.160)
N (10.682, -3.618, -8.126)
H (9.274, -2.910, -6.499)
H (9.883, -3.770, -5.155)
H (10.031, -2.891, -8.387)
H (11.355, -4.015, -8.766)
C (12.858, 2.370, -10.387)
O (12.324, 3.096, -11.171)
N (12.142, 1.691, -9.530)
N (14.159, 2.083, -10.257)
H (12.526, 1.045, -8.856)
H (11.149, 1.876, -9.522)
H (14.756, 2.539, -10.932)
H (14.546, 1.501, -9.528)
C (9.563, 5.122, -8.385)
O (8.470, 5.154, -7.836)
N (9.879, 4.289, -9.383)
N (10.520, 5.960, -8.046)
H (10.623, 4.490, -10.036)
H (9.213, 3.556, -9.583)
H (10.427, 6.677, -7.341)
H (11.363, 5.896, -8.597)
C (6.724, -5.175, -13.398)
O (6.419, -3.994, -13.024)
N (6.957, -6.195, -12.623)
N (6.581, -5.571, -14.622)
H (6.784, -7.086, -13.067)
H (6.913, -6.181, -11.614)
H (6.848, -6.537, -14.747)
H (6.210, -4.848, -15.221)
C (8.725, -4.741, -10.486)
O (8.933, -5.962, -10.491)
N (7.717, -4.214, -9.838)
N (9.330, -3.910, -11.346)
H (7.303, -4.764, -9.099)
H (7.742, -3.205, -9.847)
H (9.433, -2.907, -11.277)
H (9.475, -4.379, -12.229)
C (8.555, 0.873, -16.376)
O (8.595, 0.187, -17.406)
N (9.580, 1.464, -15.861)
N (7.444, 1.290, -15.796)
H (10.392, 1.512, -16.460)
H (9.316, 2.190, -15.211)
H (7.283, 2.115, -15.236)
H (6.627, 0.728, -15.988)
C (10.471, 1.117, -5.381)
O (10.934, 1.500, -4.342)
N (10.981, 0.087, -6.130)
N (9.409, 1.662, -5.935)
H (11.763, -0.503, -5.883)
H (10.529, -0.080, -7.018)
H (8.886, 2.259, -5.311)
H (9.108, 1.391, -6.860)
C (7.054, -3.157, -17.316)
O (5.837, -2.921, -17.347)
N (7.507, -4.205, -17.945)
N (7.994, -2.474, -16.849)
H (8.508, -4.176, -18.075)
H (6.899, -4.572, -18.664)
H (7.854, -1.505, -16.604)
H (8.904, -2.912, -16.867)
C (12.666, -1.402, -11.394)
O (13.624, -1.994, -11.811)
N (12.114, -0.322, -11.828)
N (11.964, -1.839, -10.401)
H (11.334, 0.046, -11.304)
H (12.491, 0.227, -12.588)
H (12.371, -2.604, -9.883)
H (11.060, -1.507, -10.095)
C (12.588, -0.144, -15.116)
O (12.957, 0.977, -15.201)
N (13.329, -1.197, -14.903)
N (11.494, -0.632, -15.308)
H (14.181, -1.232, -14.362)
H (12.835, -2.059, -15.089)
H (11.348, -1.547, -14.907)
H (10.754, -0.005, -15.590)
C (3.420, 2.204, -12.391)
O (2.762, 1.423, -11.625)
N (2.929, 3.303, -12.841)
N (4.667, 1.955, -12.598)
H (3.291, 3.920, -13.555)
H (2.268, 3.645, -12.158)
H (5.176, 2.594, -13.192)
H (5.118, 1.151, -12.185)
C (3.912, -0.051, -8.433)
O (4.494, 0.061, -7.358)
N (2.631, -0.229, -8.645)
N (4.493, 0.171, -9.533)
H (2.418, -0.348, -9.625)
H (2.021, -0.233, -7.840)
H (3.915, -0.079, -10.323)
H (5.462, 0.454, -9.572)
C (5.536, -3.416, -7.244)
O (6.075, -4.478, -7.572)
N (6.169, -2.272, -7.146)
N (4.307, -3.363, -6.842)
H (5.575, -1.457, -7.090)
H (7.105, -2.216, -7.520)
H (3.973, -2.419, -6.717)
H (3.586, -4.068, -6.776)